Record 1
{
  "formula": "C40H80O17S2",
  "method": "ωB97M-V/def2-TZVPD",
  "elements": ["O", "S", "O", "O", "C", "C", "O", "H", "H", "H", "H", "O", "S", "O", "O", "C", "C", "O", "H", "H", "H", "H", "C", "C", "C", "O", "C", "H", "H", "H", "H", "H", "H", "H", "H", "C", "C", "C", "O", "C", "H", "H", "H", "H", "H", "H", "H", "H", "C", "C", "C", "O", "C", "H", "H", "H", "H", "H", "H", "H", "H", "C", "C", "C", "O", "C", "H", "H", "H", "H", "H", "H", "H", "H", "C", "C", "C", "O", "C", "H", "H", "H", "H", "H", "H", "H", "H", "C", "C", "C", "O", "C", "H", "H", "H", "H", "H", "H", "H", "H", "C", "C", "C", "O", "C", "H", "H", "H", "H", "H", "H", "H", "H", "C", "C", "C", "O", "C", "H", "H", "H", "H", "H", "H", "H", "H", "C", "C", "C", "O", "C", "H", "H", "H", "H", "H", "H", "H", "H"],
  "positions_angstrom": [[1.963, 2.405, 0.933], [1.031, 1.310, 0.972], [0.437, 0.965, 2.235], [-0.104, 1.327, -0.197], [-0.204, 0.101, -0.938], [1.172, -0.624, -0.752], [1.774, -0.055, 0.431], [-1.145, -0.419, -0.796], [-0.145, 0.485, -1.956], [1.824, -0.314, -1.562], [1.120, -1.673, -0.478], [5.611, 1.092, -0.930], [5.259, 0.306, -2.067], [4.191, -0.657, -1.930], [4.932, 1.182, -3.350], [5.425, 0.541, -4.525], [6.670, -0.231, -4.113], [6.617, -0.370, -2.677], [4.639, -0.125, -4.890], [5.584, 1.249, -5.334], [7.543, 0.415, -4.223], [6.796, -1.183, -4.620], [-0.780, 5.622, 3.523], [-0.461, 4.248, 2.945], [-1.595, 3.339, 3.450], [-2.355, 4.145, 4.342], [-2.299, 5.480, 3.845], [-0.800, 6.390, 2.748], [-0.145, 5.698, 4.402], [0.557, 3.906, 3.132], [-0.471, 4.318, 1.851], [-1.252, 2.451, 3.975], [-2.244, 3.039, 2.621], [-2.721, 6.119, 4.615], [-2.870, 5.550, 2.911], [1.688, 2.502, -4.739], [1.569, 0.991, -4.718], [1.899, 0.697, -6.180], [3.059, 1.502, -6.410], [2.852, 2.758, -5.771], [2.018, 2.938, -3.791], [0.874, 3.172, -5.020], [0.502, 0.819, -4.561], [2.288, 0.603, -4.004], [1.096, 0.855, -6.904], [2.127, -0.367, -6.295], [2.610, 3.488, -6.549], [3.741, 3.131, -5.257], [-2.208, 3.471, -4.290], [-2.445, 1.937, -4.108], [-2.850, 1.426, -5.469], [-2.292, 2.326, -6.401], [-2.297, 3.633, -5.811], [-1.279, 3.851, -3.871], [-3.010, 3.967, -3.744], [-3.289, 1.763, -3.435], [-1.650, 1.287, -3.735], [-3.929, 1.599, -5.626], [-2.522, 0.397, -5.601], [-3.277, 3.999, -6.133], [-1.430, 4.189, -6.158], [2.053, -4.832, -0.452], [0.818, -5.292, 0.286], [0.222, -3.974, 0.811], [1.442, -3.339, 1.167], [2.645, -3.913, 0.641], [1.818, -4.379, -1.416], [2.654, -5.724, -0.645], [1.141, -5.977, 1.072], [0.112, -5.878, -0.313], [-0.455, -4.161, 1.644], [-0.304, -3.409, 0.035], [3.253, -4.422, 1.394], [3.310, -3.112, 0.312], [-4.004, -1.384, 4.366], [-3.222, -1.879, 3.115], [-2.627, -0.573, 2.639], [-3.705, 0.364, 2.761], [-4.446, -0.007, 3.936], [-3.360, -1.306, 5.242], [-4.885, -1.961, 4.648], [-3.877, -2.289, 2.348], [-2.532, -2.627, 3.506], [-2.308, -0.684, 1.598], [-1.678, -0.333, 3.127], [-5.516, 0.114, 3.750], [-4.198, 0.790, 4.649], [1.741, 2.099, 5.251], [3.095, 2.577, 4.741], [3.775, 3.132, 6.011], [3.175, 2.418, 7.083], [2.089, 1.600, 6.647], [1.346, 1.333, 4.588], [1.092, 2.973, 5.342], [3.017, 3.233, 3.876], [3.642, 1.674, 4.446], [3.539, 4.202, 5.990], [4.855, 3.010, 5.961], [1.281, 1.808, 7.350], [2.369, 0.543, 6.654], [-0.841, -4.299, -3.591], [0.242, -4.168, -4.638], [-0.166, -2.835, -5.289], [-0.503, -2.033, -4.148], [-0.993, -2.861, -3.101], [-0.597, -4.883, -2.699], [-1.754, -4.669, -4.054], [0.137, -4.959, -5.386], [1.280, -4.063, -4.323], [-1.042, -2.939, -5.939], [0.620, -2.450, -5.938], [-2.045, -2.883, -2.798], [-0.286, -2.673, -2.290], [-5.223, 0.749, -0.517], [-3.929, 0.026, -0.833], [-4.212, -1.465, -0.749], [-5.639, -1.589, -0.711], [-6.207, -0.365, -0.201], [-5.557, 1.185, -1.463], [-5.093, 1.545, 0.211], [-3.154, 0.230, -0.090], [-3.501, 0.243, -1.814], [-3.681, -1.779, 0.157], [-3.952, -2.005, -1.656], [-6.389, -0.505, 0.871], [-7.205, -0.179, -0.597], [0.912, -1.701, 4.743], [1.189, -3.135, 4.343], [1.785, -3.711, 5.645], [1.548, -2.770, 6.723], [0.647, -1.796, 6.202], [0.228, -1.129, 4.112], [1.843, -1.167, 4.506], [1.938, -3.215, 3.560], [0.279, -3.619, 3.983], [2.872, -3.753, 5.569], [1.408, -4.713, 5.856], [0.617, -0.835, 6.720], [-0.344, -2.212, 6.449]],
  "lowdin_charge": [-0.2256, 0.6614, -0.2514, -0.2010, -0.1317, -0.1212, -0.2049, 0.1036, 0.1073, 0.0990, 0.0996, -0.2034, 0.6424, -0.2489, -0.1962, -0.1736, -0.1384, -0.1924, 0.1221, 0.1333, 0.1317, 0.1334, -0.1470, -0.1792, -0.2008, -0.1580, -0.1882, 0.1069, 0.1110, 0.0846, 0.1057, 0.1066, 0.1144, 0.1175, 0.1174, -0.1520, -0.1461, -0.1902, -0.1585, -0.1780, 0.1095, 0.0945, 0.0958, 0.1024, 0.1265, 0.1073, 0.1140, 0.1065, -0.1312, -0.1598, -0.2165, -0.1624, -0.1861, 0.0952, 0.1041, 0.0897, 0.0828, 0.1259, 0.1195, 0.1206, 0.1135, -0.1571, -0.1814, -0.1778, -0.1925, -0.1611, 0.1020, 0.1127, 0.1191, 0.1085, 0.1116, 0.0995, 0.1185, 0.1172, -0.1510, -0.1429, -0.2171, -0.1381, -0.1975, 0.1083, 0.1104, 0.1038, 0.1042, 0.0911, 0.0955, 0.1148, 0.1194, -0.1722, -0.1645, -0.1985, -0.1323, -0.1974, 0.0847, 0.1100, 0.1060, 0.1142, 0.1123, 0.1126, 0.1204, 0.1072, -0.1705, -0.1609, -0.1882, -0.1470, -0.2046, 0.1043, 0.1187, 0.1141, 0.1138, 0.1199, 0.1096, 0.1112, 0.0967, -0.1424, -0.1755, -0.1855, -0.1312, -0.1851, 0.1065, 0.1145, 0.0778, 0.0891, 0.0946, 0.1054, 0.1105, 0.1152, -0.1789, -0.1604, -0.1679, -0.1307, -0.2229, 0.0956, 0.1202, 0.0942, 0.0996, 0.1140, 0.1117, 0.1058, 0.1222],
  "largest_force_ev_per_a": 2.935,
  "smiles": "O=S1(=O)OCCO1.O=S1(=O)OCCO1.C1CCOC1.C1CCOC1.C1CCOC1.C1CCOC1.C1CCOC1.C1CCOC1.C1CCOC1.C1CCOC1.C1CCOC1",
  "e_lumo_ha": 0.0084,
  "charge": 0
}


Record 2
{
  "formula": "C11H27O3P",
  "method": "ωB97M-V/def2-TZVPD",
  "elements": ["P", "C", "C", "C", "O", "H", "H", "H", "H", "H", "H", "H", "C", "C", "O", "C", "C", "H", "H", "H", "H", "H", "H", "H", "H", "H", "H", "C", "C", "O", "C", "C", "H", "H", "H", "H", "H", "H", "H", "H", "H", "H"],
  "positions_angstrom": [[0.106, 2.713, -2.419], [-1.539, 2.005, -1.869], [-2.515, 2.402, -3.053], [-3.991, 2.972, -2.566], [-2.753, 3.770, -3.168], [0.711, 1.831, -3.362], [-0.267, 3.825, -3.228], [-1.584, 0.910, -1.789], [-1.865, 2.573, -0.990], [-2.500, 1.764, -3.961], [-4.276, 3.931, -2.095], [-3.760, 2.506, -1.546], [-1.282, -1.324, 2.510], [-2.178, -1.136, 1.299], [-1.511, -1.318, 0.057], [-0.933, -2.593, -0.165], [-1.937, -3.733, -0.134], [-0.431, -0.641, 2.465], [-1.839, -1.129, 3.429], [-0.885, -2.338, 2.571], [-2.555, -0.111, 1.291], [-3.056, -1.788, 1.354], [-0.119, -2.767, 0.546], [-0.475, -2.550, -1.155], [-2.418, -3.828, 0.840], [-1.440, -4.680, -0.354], [-2.724, -3.570, -0.873], [2.971, 0.779, -0.645], [2.186, 0.848, 0.649], [2.103, -0.398, 1.324], [3.331, -0.981, 1.722], [4.138, -0.118, 2.677], [2.530, 0.037, -1.315], [2.965, 1.748, -1.144], [4.012, 0.495, -0.481], [1.159, 1.143, 0.425], [2.589, 1.616, 1.318], [3.925, -1.250, 0.842], [3.075, -1.918, 2.220], [4.431, 0.829, 2.224], [5.049, -0.638, 2.980], [3.553, 0.113, 3.569]],
  "lowdin_charge": [0.8112, -0.4111, -0.3733, -0.0439, -0.1700, -0.1070, -0.0914, 0.0766, 0.0696, 0.1369, 0.1123, 0.0460, -0.0725, -0.2748, -0.1785, -0.2811, -0.0795, 0.0705, 0.0778, 0.0687, 0.1146, 0.1058, 0.1057, 0.1173, 0.0654, 0.0771, 0.0813, -0.0947, -0.2802, -0.1765, -0.2808, -0.0796, 0.0794, 0.0556, 0.0653, 0.1016, 0.1092, 0.1061, 0.1174, 0.0655, 0.0768, 0.0814],
  "largest_force_ev_per_a": 3.351,
  "smiles": "PC[C@H]1CO1.CCOCC.CCOCC",
  "e_lumo_ha": 0.0179,
  "charge": 0
}


Record 3
{
  "formula": "CH2F2O",
  "method": "ωB97M-V/def2-TZVPD",
  "elements": ["C", "O", "F", "F", "H", "H"],
  "positions_angstrom": [[-0.195, -0.146, -0.149], [0.203, 0.481, 0.917], [-1.285, -0.843, 0.185], [0.718, -0.967, -0.785], [-0.568, 1.126, -1.222], [1.128, 0.348, 1.055]],
  "lowdin_charge": [-0.5748, 0.1029, 0.0921, 0.0499, 0.2159, 0.1140],
  "largest_force_ev_per_a": 5.021,
  "e_lumo_ha": 0.0261,
  "charge": 0
}